Entry 1:
The following is a quantum chemistry calculation of the molecule C3H2N4O at a distorted geometry, from the OMol25 dataset.

## Properties
Total energy ... -409.52909 Ha
Relative energy (zero: lowest compared OMol25 entry of this formula, charge and spin) ... 124.9 kcal/mol
Structure (SMILES) ... O=c1cnnnnc1
Gap between HOMO and LUMO ... 8.37 eV
Strongest force on any atom ... 6.0 eV/Å

Positions of all 10 atoms, in Å:
O 0.497 0.590 1.887
N 0.183 1.268 -1.559
N -0.055 -0.248 -1.735
N -0.470 -1.825 -0.253
N -1.072 -0.711 -1.025
C 0.070 0.207 0.845
C 0.176 -1.234 0.688
C -0.190 1.356 -0.280
H 0.909 -1.885 1.323
H -0.048 2.482 0.108

---

Entry 2:
The following is a quantum chemistry calculation of a structure of composition C3H2N4O2 at a distorted geometry, from the OMol25 dataset.

## Properties
Total energy ... -484.61875 Ha
Relative energy (zero: lowest compared OMol25 entry of this formula, charge and spin) ... 230.6 kcal/mol
Gap between HOMO and LUMO (spin up / spin down) ... 7.69 / 7.32 eV
Strongest force on any atom ... 3.6 eV/Å

Positions of all 11 atoms, in Å:
O -1.643 -0.405 2.747
O -2.606 1.467 3.167
N -2.151 0.636 2.534
N -0.568 1.067 -1.166
N -1.843 1.136 0.502
N 0.540 0.763 1.023
C 0.117 -0.361 0.641
C -1.139 0.137 -0.200
C -0.511 1.551 0.236
H 0.282 1.014 -1.723
H 0.382 -1.344 0.759

---

Entry 3:
The following is a quantum chemistry calculation of a structure of composition C3H2N6S at a distorted geometry, from the OMol25 dataset.

## Properties
Total energy ... -842.01243 Ha
Relative energy (zero: lowest compared OMol25 entry of this formula, charge and spin) ... 28.0 kcal/mol
Gap between HOMO and LUMO ... 8.73 eV
Strongest force on any atom ... 2.7 eV/Å

Positions of all 12 atoms, in Å:
S 1.748 1.156 -0.343
N -0.367 -0.575 2.686
N -0.435 0.336 -1.124
N -0.841 -1.606 3.324
N 0.356 0.286 -0.151
N -1.260 -2.557 2.470
N -1.086 -2.197 1.227
C -0.574 -1.033 1.486
C 1.233 1.643 -1.892
C 0.002 1.084 -2.139
H -0.598 1.191 -3.022
H 1.822 2.274 -2.523

---

Entry 4:
The following is a quantum chemistry calculation of a cluster of 2 separate species, C3H2NO3 in total at a distorted geometry, from the OMol25 dataset.

## Properties
Total energy ... -395.52034 Ha
Relative energy (zero: lowest compared OMol25 entry of this formula, charge and spin) ... 16.7 kcal/mol
Charge ... +1
Gap between HOMO and LUMO (spin up / spin down) ... 8.23 / 6.77 eV
2S+1 ... 3
Expectation value of S² ... 2.02
Strongest force on any atom ... 4.3 eV/Å

Positions of all 9 atoms, in Å:
O 1.105 -1.178 0.419
O -0.694 2.753 0.324
O 2.617 0.158 -0.613
N -0.861 0.471 -0.234
C -0.844 1.641 0.221
C 1.863 -0.536 -0.137
C -0.944 -0.773 -0.087
H -1.358 -1.009 0.857
H -0.884 -1.526 -0.749

---

Entry 5:
The following is a quantum chemistry calculation of a structure of composition C3H2NO4S3 at a distorted geometry, from the OMol25 dataset.

## Properties
Total energy ... -1665.88308 Ha
Relative energy (zero: lowest compared OMol25 entry of this formula, charge and spin) ... 0.0 kcal/mol
Charge ... -1
Gap between HOMO and LUMO ... 7.11 eV
Strongest force on any atom ... 3.1 eV/Å

Positions of all 13 atoms, in Å:
S 2.381 1.499 0.771
S 0.630 -0.154 -2.685
S 3.200 1.335 -2.494
O 3.735 1.064 0.596
O 1.654 0.878 1.942
O 2.087 2.901 0.697
O -0.418 0.337 0.957
N 1.406 0.831 -0.512
C 1.841 0.773 -1.821
C 0.146 0.274 -0.197
C -0.394 -0.351 -1.268
H 0.528 0.784 1.652
H -1.388 -0.530 -1.319

---

Entry 6:
The following is a quantum chemistry calculation of a structure of composition C3H2NO5S at a distorted geometry, from the OMol25 dataset.

## Properties
Total energy ... -944.69212 Ha
Relative energy (zero: lowest compared OMol25 entry of this formula, charge and spin) ... 36.0 kcal/mol
Charge ... -1
Gap between HOMO and LUMO ... 9.40 eV
Strongest force on any atom ... 4.5 eV/Å

Positions of all 12 atoms, in Å:
S -0.496 1.428 0.724
O -1.135 1.530 -0.552
O -1.364 1.491 1.855
O 1.429 0.016 -0.459
O 0.713 2.259 0.840
O -1.515 -2.035 0.412
N -0.172 -1.309 -1.339
C 0.923 -0.639 -1.409
C 0.127 -0.343 0.784
C -0.606 -1.367 0.042
H 1.259 -0.618 -2.500
H 0.836 -0.414 1.601

---

Entry 7:
The following is a quantum chemistry calculation of the ion C3H2NO5S with charge -1 at a distorted geometry, from the OMol25 dataset.

## Properties
Total energy ... -944.72820 Ha
Relative energy (zero: lowest compared OMol25 entry of this formula, charge and spin) ... 13.3 kcal/mol
Structure (SMILES) ... O=S(=O)([O-])Oc1ncco1
Charge ... -1
Gap between HOMO and LUMO ... 8.94 eV
Strongest force on any atom ... 3.6 eV/Å

Positions of all 12 atoms, in Å:
S 2.278 -0.211 0.189
O 2.778 -1.190 -0.711
O 3.220 0.770 0.735
O 1.400 -0.673 1.240
O 1.149 0.674 -0.921
O -0.617 -0.726 -0.595
N -0.872 1.341 0.151
C -0.068 0.462 -0.430
C -1.882 -0.628 -0.207
C -2.031 0.636 0.312
H -2.497 -1.468 -0.496
H -2.858 1.013 0.735

---

Entry 8:
The following is a quantum chemistry calculation of the molecule C3H2O at a distorted geometry, from the OMol25 dataset.

## Properties
Total energy ... -190.65295 Ha
Relative energy (zero: lowest compared OMol25 entry of this formula, charge and spin) ... 6.0 kcal/mol
Structure (SMILES) ... C=C=C=O
Gap between HOMO and LUMO ... 9.05 eV
Strongest force on any atom ... 1.1 eV/Å

Positions of all 6 atoms, in Å:
O -2.186 0.492 -0.518
C 0.277 0.806 -0.270
C -1.044 0.622 -0.392
C 0.835 -0.314 0.247
H 0.217 -1.175 0.504
H 1.901 -0.432 0.430